# 1
An isolated molecule of C5H10O, computed with ωB97M-V/def2-TZVPD.

Geometry as XYZ:
```
16
Properties=species:S:1:pos:R:3:forces:R:3:lowdin_charge:R:1
C 0.606485 -0.240259 2.057964 0.03 -0.08 0.05 -0.0367
C 0.454506 -0.108736 0.527139 -0.25 0.07 0.00 -0.4037
O 1.525157 -0.812167 -0.113544 0.36 0.27 -0.06 -0.0501
C -0.811503 -0.693870 -0.074697 0.05 -0.13 0.09 -0.2667
C -1.944516 0.149080 -0.598595 -0.15 0.14 0.09 -0.1155
C -0.994623 -0.510926 -1.554252 0.05 -0.03 -0.14 -0.1249
H -0.016249 -1.048307 2.450505 0.01 0.04 -0.06 0.0724
H 0.361486 0.673784 2.615500 -0.07 -0.17 -0.29 0.0745
H 1.648365 -0.502632 2.294838 -0.30 0.16 -0.14 0.0778
H 0.493687 0.955513 0.243490 0.04 -0.17 0.04 0.1428
H 2.209741 -0.166065 -0.314294 0.07 -0.22 0.05 0.0908
H -1.082746 -1.672021 0.318828 0.05 0.14 -0.02 0.1404
H -2.952048 -0.252406 -0.527818 0.19 0.07 0.06 0.0961
H -1.892722 1.229332 -0.487157 0.06 -0.17 0.01 0.0982
H -0.263817 0.115615 -2.060721 -0.13 -0.09 0.13 0.1035
H -1.335492 -1.350514 -2.155098 0.01 0.15 0.20 0.1013
```
Forces are in eV/Å.

Summary:
lowest unoccupied orbital energy = 1.0 eV
electronic energy = -7393.5257 eV
SMILES string = C[C@@H](O)C1CC1
HOMO energy = -0.3740 Ha
energy above the lowest of the compared OMol25 structures with the same formula, charge and spin = 28.59 kcal/mol



# 2
A cluster of 5 separate species, CH14N2O4 in total, computed with ωB97M-V/def2-TZVPD.

Geometry as XYZ:
```
21
Properties=species:S:1:pos:R:3:forces:R:3:lowdin_charge:R:1
N 2.430605 -1.687267 0.956013 1.31 -1.52 0.92 -0.0251
C 1.669717 -0.724433 1.756851 1.83 0.91 0.46 -0.4316
N 0.342199 -1.091966 2.097675 -2.95 0.21 -1.59 -0.0508
H 3.021400 -1.408812 0.180951 -0.76 0.88 -0.19 0.0491
H 3.159820 -2.093376 1.569037 -0.90 -0.02 -0.36 0.0623
H 2.169655 -0.674522 2.781362 0.05 0.64 -1.43 0.1089
H 1.654095 0.243482 1.171986 0.05 -0.82 1.21 0.0968
H -0.329183 -0.468784 1.510533 1.23 -2.28 1.21 0.0820
H 0.160202 -2.133034 2.029626 0.17 1.95 -0.24 0.0907
H -2.609186 2.455179 1.159169 -0.99 0.67 1.63 0.0234
H -1.735833 2.107196 0.123176 -2.23 -0.77 -0.69 0.0677
O -2.753169 2.088048 0.304494 3.46 0.48 -0.55 -0.0979
H 0.691726 1.870086 -0.401880 -1.55 -1.52 0.38 0.0979
H 0.031898 0.995816 -1.434736 -0.45 -0.31 1.72 0.0690
O -0.033142 1.153960 -0.439423 2.05 1.94 -2.09 -0.1102
H -3.299695 -0.067445 -0.112106 -0.34 0.60 -2.76 0.0691
H -3.346600 1.023474 -1.247837 -0.19 -1.12 0.44 0.0107
O -3.436219 0.052633 -1.121694 0.32 -0.01 1.85 -0.1385
H 1.249916 -1.112572 -3.638304 0.47 -0.47 0.08 0.0366
H 0.030629 -0.300020 -3.758024 -1.16 0.14 -0.32 0.0248
O 0.931169 -0.227642 -3.486862 0.57 0.42 0.33 -0.0350
```
Forces are in eV/Å.

Summary:
lowest unoccupied orbital energy = 0.3 eV
electronic energy = -12433.0608 eV
SMILES string = NCN.O.O.O.O
HOMO energy = -0.3282 Ha
energy above the lowest of the compared OMol25 structures with the same formula, charge and spin = 45.91 kcal/mol



# 3
An isolated molecule of CH5BS, computed with ωB97M-V/def2-TZVPD.

Geometry as XYZ:
```
8
Properties=species:S:1:pos:R:3:forces:R:3:mulliken_spin:R:1
B 0.556706 0.698874 0.290304 0.57 4.21 0.71 0.2362
C 0.248378 -0.866244 -0.010438 1.07 -5.77 -1.26 0.7385
S -1.342023 0.217302 -0.052264 -2.54 2.78 -1.82 0.9860
H 0.651060 1.010923 1.497937 0.16 -1.04 -0.79 0.0342
H 0.329246 -1.635772 -0.872279 0.60 2.13 0.71 -0.0254
H 1.133136 1.877068 -0.239575 -1.43 -2.86 0.28 0.0034
H 0.152098 -1.562059 0.844501 0.49 1.03 0.20 0.0044
H -1.728600 0.259909 -1.458183 1.08 -0.46 1.97 0.0226
```
Forces are in eV/Å.

Summary:
2S+1 = 3
lowest unoccupied orbital energy (alpha / beta) = 0.3 / -4.0 eV
⟨S²⟩ = 2.0104
electronic energy = -12621.9898 eV
HOMO energy (alpha / beta) = -0.1796 / -0.3866 Ha
energy above the lowest of the compared OMol25 structures with the same formula, charge and spin = 62.38 kcal/mol



- Among the records above, which one has the lowest energy above the lowest of the compared OMol25 structures with the same formula, charge and spin?
  C5H10O



Repeat the first record exactly.
An isolated molecule of C5H10O, computed with ωB97M-V/def2-TZVPD.

Geometry as XYZ:
```
16
Properties=species:S:1:pos:R:3:forces:R:3:lowdin_charge:R:1
C 0.606485 -0.240259 2.057964 0.03 -0.08 0.05 -0.0367
C 0.454506 -0.108736 0.527139 -0.25 0.07 0.00 -0.4037
O 1.525157 -0.812167 -0.113544 0.36 0.27 -0.06 -0.0501
C -0.811503 -0.693870 -0.074697 0.05 -0.13 0.09 -0.2667
C -1.944516 0.149080 -0.598595 -0.15 0.14 0.09 -0.1155
C -0.994623 -0.510926 -1.554252 0.05 -0.03 -0.14 -0.1249
H -0.016249 -1.048307 2.450505 0.01 0.04 -0.06 0.0724
H 0.361486 0.673784 2.615500 -0.07 -0.17 -0.29 0.0745
H 1.648365 -0.502632 2.294838 -0.30 0.16 -0.14 0.0778
H 0.493687 0.955513 0.243490 0.04 -0.17 0.04 0.1428
H 2.209741 -0.166065 -0.314294 0.07 -0.22 0.05 0.0908
H -1.082746 -1.672021 0.318828 0.05 0.14 -0.02 0.1404
H -2.952048 -0.252406 -0.527818 0.19 0.07 0.06 0.0961
H -1.892722 1.229332 -0.487157 0.06 -0.17 0.01 0.0982
H -0.263817 0.115615 -2.060721 -0.13 -0.09 0.13 0.1035
H -1.335492 -1.350514 -2.155098 0.01 0.15 0.20 0.1013
```
Forces are in eV/Å.

Summary:
lowest unoccupied orbital energy = 1.0 eV
electronic energy = -7393.5257 eV
SMILES string = C[C@@H](O)C1CC1
HOMO energy = -0.3740 Ha
energy above the lowest of the compared OMol25 structures with the same formula, charge and spin = 28.59 kcal/mol